1.
C24H21ClN4O5PdS | wB97M-V/def2-TZVPD

```
57
Properties=species:S:1:pos:R:3
Pd -0.7503 -1.5363 0.1203
O 2.4713 2.5210 -1.5821
C 2.6768 1.8899 -2.7524
C 3.7909 2.2667 -3.4986
C 4.0391 1.6902 -4.7277
C 3.1793 0.7222 -5.2411
C 2.0838 0.3310 -4.5014
C 1.8144 0.8907 -3.2476
C 0.6681 0.4388 -2.4732
O -0.1496 -0.5477 -3.0196
N 0.3095 0.9920 -1.3699
N -0.7292 0.4659 -0.6795
C -1.4841 1.4022 -0.0678
C -2.6651 1.1794 0.6696
C -3.2368 2.2685 1.3490
C -4.4507 2.1786 2.0090
C -5.1926 0.9846 2.0482
C -4.6678 -0.1184 1.4251
C -3.4157 -0.0940 0.7440
O -2.9761 -1.1743 0.2310
H 1.6022 2.2262 -1.2292
H 4.4398 3.0302 -3.0908
H 4.9056 2.0020 -5.2967
H 3.3683 0.2777 -6.2085
H 1.4149 -0.4257 -4.8867
H -1.1721 2.4338 -0.1984
H -2.7100 3.2145 1.3417
H -4.8354 3.0609 2.5061
H -6.1427 0.9409 2.5607
H -5.1853 -1.0700 1.4234
C 1.6538 -3.5697 -2.7429
O 1.3584 -2.1669 -2.8759
C 0.0760 -1.8518 -2.7592
O -0.8168 -2.6089 -2.4900
H 2.7284 -3.6289 -2.6032
H 1.3606 -4.0853 -3.6557
H 1.1205 -3.9974 -1.8977
Cl 0.2216 -4.0455 0.9275
C 1.0680 -2.4880 0.5093
H 1.7968 -2.7068 -0.2632
H 1.5600 -2.1505 1.4166
N -2.5351 -2.2923 2.9311
C -1.5618 -1.4062 3.1872
N -0.8046 -0.8694 2.2737
C 0.1081 0.0245 2.8272
C 1.0646 0.7500 2.1251
C 1.9081 1.5915 2.8287
C 1.8119 1.7177 4.2148
C 0.8664 0.9966 4.9244
C 0.0224 0.1558 4.2151
S -1.2509 -0.8719 4.8233
H -2.7949 -2.4645 1.9696
H -3.0266 -2.7509 3.6739
H 1.1393 0.6464 1.0508
H 2.6554 2.1600 2.2906
H 2.4814 2.3836 4.7423
H 0.7884 1.0875 5.9997
```

2S+1 = 5
ΔE to the lowest compared entry with this formula, charge and spin = 42.9 kJ/mol
Electronic energy = -68260.671 eV
Frontier orbital gap (spin up / spin down) = 5.63 / 5.88 eV
LUMO level (spin up / spin down) = 0.38 / -2.32 eV
<S²> = 6.032

Charges obtained by Mulliken population analysis, quoted in units of e: Pd 0.5440; O -0.6879; C 0.3161; C -0.6264; C -0.3663; C -0.8972; C -0.5685; C 0.5829; C 0.9437; O -0.4063; N -0.7305; N 0.1352; C -0.8798; C 1.0400; C -0.9541; C -0.3588; C -0.6399; C -0.1320; C 0.3017; O -0.9287; H 0.4894; H 0.4395; H 0.3792; H 0.4076; H 0.4046; H 0.2962; H 0.3916; H 0.4059; H 0.4027; H 0.4585; C -0.8163; O -0.1924; C 0.6674; O -0.5389; H 0.2461; H 0.2937; H 0.3800; Cl -0.2103; C -0.8185; H 0.3597; H 0.4625; N -0.2281; C 0.0896; N 0.9089; C -0.7346; C -0.1246; C -0.9129; C -0.5172; C -0.4956; C 0.6533; S -0.3610; H 0.2028; H 0.2004; H 0.4646; H 0.4713; H 0.3871; H 0.4007

2.
C39H63N4O6 | wB97M-V/def2-TZVPD

```
112
Properties=species:S:1:pos:R:3
C 0.4424 8.1957 -0.3481
C 1.1686 7.4755 -1.4337
O 1.1189 7.8135 -2.5718
O 1.8858 6.3920 -1.0247
C 1.6816 5.2184 -1.8218
C 1.3678 4.0274 -0.9061
C 2.6727 3.3392 -0.5101
C 2.5255 2.0186 0.2773
C 1.4327 1.9958 1.3018
N 1.2319 3.0838 2.0094
N 0.3421 3.2815 2.9818
C -0.3992 2.2318 3.2328
C -1.3949 2.3850 4.3570
C -2.7297 1.6945 4.1156
C -3.4554 2.2903 2.9365
O -3.9337 3.3743 3.0027
O -3.5890 1.5071 1.8264
C -0.3039 1.0126 2.5333
C 0.6185 0.8586 1.5408
C 0.7768 -0.4219 0.7872
C -0.3028 -0.6697 -0.2690
C -1.6526 -0.5424 0.0545
C -2.6388 -0.8045 -0.8854
C -2.2700 -1.2001 -2.1575
C -0.9344 -1.3240 -2.4973
C 0.0693 -1.0623 -1.5600
C 1.4968 -1.2624 -2.0128
H -0.1194 9.0061 -0.7906
H -0.2492 7.5333 0.1666
H 1.1376 8.6263 0.3678
H 2.6192 5.0150 -2.3363
H 0.9369 5.3700 -2.5956
H 0.8603 4.4717 -0.0553
H 0.6988 3.3725 -1.4608
H 3.3111 4.0189 0.0562
H 3.2124 3.1206 -1.4257
H 2.3469 1.2321 -0.4416
H 3.4442 1.7651 0.8078
H 1.8161 3.8896 1.8103
H -1.5711 3.4388 4.5467
H -0.9145 1.9943 5.2532
H -2.6690 0.6109 4.0558
H -3.3602 1.8986 4.9756
H -3.0251 1.8023 1.1002
H -0.9677 0.2132 2.8093
H 1.7571 -0.5100 0.3537
H 0.7242 -1.2295 1.5199
H -1.9605 -0.2504 1.0445
H -3.6726 -0.7179 -0.5894
H -3.0496 -1.4170 -2.8733
H -0.6499 -1.6282 -3.4923
H 2.2091 -0.5885 -1.5524
H 1.5702 -1.1930 -3.0898
H 1.8091 -2.2682 -1.7317
C -5.6311 -4.6417 4.7828
C -5.1685 -3.2836 5.3657
C -6.2457 -2.7169 6.2937
C -7.4666 -2.1667 5.5561
C -7.0476 -1.1654 4.4811
C -6.0012 -1.7279 3.5187
N -4.8520 -2.3245 4.2635
O -4.0652 -1.3854 4.6926
C -6.6598 -2.7649 2.5890
C -5.4938 -0.6237 2.6068
C -3.9136 -3.5850 6.1788
H -5.1918 -4.8223 3.8017
H -5.3140 -5.4630 5.4234
H -6.7134 -4.7243 4.6958
H -5.8136 -1.9114 6.8967
H -6.5549 -3.4941 6.9951
H -8.0478 -2.9796 5.1131
H -8.1316 -1.6766 6.2690
H -7.9195 -0.8387 3.9115
H -6.6464 -0.2722 4.9719
H -5.9125 -3.2522 1.9605
H -7.3725 -2.2680 1.9310
H -7.2177 -3.5361 3.1122
H -5.0987 0.2097 3.1751
H -6.3022 -0.2366 1.9877
H -4.7100 -0.9942 1.9451
H -3.1161 -3.9730 5.5424
H -4.1456 -4.3367 6.9313
H -3.5387 -2.7071 6.7025
C 7.5679 -1.5159 -3.9896
C 6.1880 -2.2046 -4.1317
C 6.2532 -3.2949 -5.2029
C 6.3057 -2.7518 -6.6293
C 5.1665 -1.7653 -6.8787
C 5.1089 -0.6430 -5.8417
N 5.1311 -1.1957 -4.4530
O 3.9626 -1.6641 -4.1447
C 6.2803 0.3317 -6.0663
C 3.8471 0.1867 -6.0544
C 5.9033 -2.8503 -2.7795
H 7.4628 -0.4817 -3.6609
H 8.1757 -2.0223 -3.2412
H 8.1485 -1.5264 -4.9105
H 5.3748 -3.9421 -5.1111
H 7.1226 -3.9277 -5.0140
H 7.2704 -2.2762 -6.8250
H 6.2303 -3.5794 -7.3363
H 5.2628 -1.3281 -7.8741
H 4.2189 -2.3138 -6.8720
H 6.3151 1.0850 -5.2776
H 6.1489 0.8523 -7.0145
H 7.2524 -0.1505 -6.1183
H 2.9428 -0.4189 -6.0218
H 3.8867 0.6620 -7.0334
H 3.7638 0.9721 -5.3003
H 5.8299 -2.0972 -1.9918
H 6.7158 -3.5294 -2.5271
H 4.9834 -3.4331 -2.7849
```

2S+1 = 3
Charge = +1
Electronic energy = -59701.260 eV
Frontier orbital gap (spin up / spin down) = 6.11 / 7.05 eV
LUMO level (spin up / spin down) = -4.23 / -4.23 eV
<S²> = 2.008

These are the Mulliken partial charges, in e, on atoms 1 to 99: C -1.0183; C 0.7057; O -0.5108; O -0.3233; C -0.9933; C 0.1625; C -1.4496; C -0.0381; C 0.2770; N 0.5657; N -1.3408; C -0.1761; C -1.0407; C -0.0423; C 0.2562; O -0.5369; O -0.3949; C -0.0025; C 0.4864; C -1.8689; C 0.0687; C 0.1959; C -0.8315; C -0.7881; C -0.8363; C 1.1033; C -1.2898; H 0.3452; H 0.2771; H 0.3060; H 0.3988; H 0.4562; H 0.1951; H 0.3872; H 0.2759; H 0.6734; H -0.2731; H 0.3079; H 0.4341; H 0.3904; H 0.3214; H 0.2389; H 0.5742; H 0.3236; H 0.8753; H 0.9756; H 0.5565; H 0.5128; H 0.4975; H 0.4102; H 0.4931; H 0.1097; H 0.3406; H 0.3944; C -1.7432; C 1.8815; C -1.2588; C -0.5600; C -1.2042; C 2.1173; N 0.3328; O -0.5455; C -1.9181; C -2.0538; C -2.0733; H 0.3313; H 0.4919; H 0.3180; H 0.4174; H 0.3462; H 0.3135; H 0.4047; H 0.4218; H 0.3185; H 0.3599; H 0.4530; H 0.3651; H 0.1118; H 0.5191; H 0.4142; H 0.4526; H 0.4970; H 0.3531; C -1.8137; C 1.9263; C -1.2831; C -0.4863; C -1.2679; C 1.7069; N 0.4188; O -0.5318; C -1.6866; C -1.9255; C -1.9786; H 0.3334; H 0.4894; H 0.3202; H 0.4035; H 0.3457

3.
C4H7NS | wB97M-V/def2-TZVPD

```
13
Properties=species:S:1:pos:R:3
C -0.1647 -1.8114 0.4123
C -0.4152 -0.5163 0.6288
C 0.0888 0.5959 -0.2206
C 0.9137 1.6322 0.5109
N -0.0966 0.7667 -1.4711
S -1.0182 -0.2126 -2.4908
H -0.5382 -2.5895 1.1003
H 0.3850 -2.1746 -0.4389
H -0.9563 -0.2164 1.5364
H 1.2451 2.4048 -0.1999
H 1.7586 1.1956 0.9527
H 0.3314 2.0576 1.3052
H -1.5334 -1.1319 -1.6253
```

2S+1 = 1
ΔE to the lowest compared entry with this formula, charge and spin = 154.1 kJ/mol
Electronic energy = -16585.334 eV
Frontier orbital gap = 9.41 eV
LUMO level = 0.77 eV

Charges obtained by Mulliken population analysis, quoted in units of e: C -0.7056; C -0.4831; C 1.0095; C -1.0813; N -0.5344; S -0.1376; H 0.2517; H 0.3302; H 0.2521; H 0.3142; H 0.3245; H 0.3168; H 0.1430